Below is a molecular structure, C19H19F4N2O2PbS, with properties calculated with ωB97M-V/def2-TZVPD.

Last column: natural (NBO) charge in e.
Cartesian coordinates (Å):
Pb (-1.100, -0.330, -0.988)  1.209
C (1.785, 0.120, -3.761)  -0.616
C (2.153, 0.640, -2.377)  -0.230
N (1.793, -0.280, -1.307)  -0.461
C (2.380, -1.609, -1.427)  -0.222
C (3.905, -1.655, -1.574)  -0.636
C (2.002, 0.346, -0.006)  -0.242
C (1.375, -0.414, 1.181)  -0.237
N (0.204, -1.182, 0.788)  -0.738
C (-0.263, -2.140, 1.596)  0.112
C (-1.145, -3.134, 1.095)  0.277
F (-1.501, -3.076, -0.213)  -0.330
C (-1.639, -4.168, 1.848)  0.336
F (-2.449, -5.070, 1.261)  -0.322
C (-1.307, -4.328, 3.181)  -0.422
C (-0.464, -3.371, 3.711)  0.352
F (-0.130, -3.463, 5.014)  -0.323
C (0.033, -2.320, 2.974)  0.229
F (0.787, -1.408, 3.628)  -0.323
H (1.932, 0.917, -4.491)  0.209
H (0.737, -0.185, -3.787)  0.211
H (2.403, -0.728, -4.061)  0.191
H (1.609, 1.567, -2.189)  0.247
H (3.230, 0.881, -2.357)  0.153
H (1.919, -2.112, -2.281)  0.189
H (2.088, -2.169, -0.541)  0.215
H (4.230, -1.238, -2.529)  0.197
H (4.240, -2.693, -1.527)  0.207
H (4.397, -1.103, -0.772)  0.205
H (1.543, 1.334, -0.066)  0.250
H (3.073, 0.497, 0.206)  0.163
H (1.122, 0.345, 1.929)  0.204
H (2.115, -1.083, 1.637)  0.173
H (-1.697, -5.140, 3.774)  0.233
O (0.318, 3.455, 0.168)  -0.664
C (-0.579, 2.775, -0.312)  0.776
O (-0.392, 1.818, -1.168)  -0.866
C (-2.016, 3.133, 0.005)  -0.108
C (-2.359, 4.473, -0.175)  -0.188
C (-3.636, 4.943, 0.071)  -0.257
C (-4.603, 4.061, 0.538)  -0.216
C (-4.279, 2.732, 0.733)  -0.240
C (-2.995, 2.240, 0.462)  -0.142
S (-2.735, 0.530, 0.846)  -0.385
H (-1.587, 5.156, -0.507)  0.215
H (-3.871, 5.989, -0.086)  0.199
H (-5.608, 4.408, 0.746)  0.198
H (-5.018, 2.038, 1.112)  0.213

Cartesian forces, eV/Å:
Pb 0.354 -0.221 -0.316
C 0.076 0.040 0.146
C 0.041 0.111 -0.172
N -0.151 0.013 0.059
C 0.131 -0.027 0.007
C -0.160 0.023 -0.001
C -0.145 0.063 0.143
C -0.032 0.002 -0.043
N -0.024 0.190 -0.503
C -0.050 -0.134 0.232
C 0.002 0.043 0.087
F 0.000 0.043 -0.061
C 0.063 0.006 0.115
F -0.051 -0.023 -0.071
C -0.009 0.035 -0.007
C -0.096 -0.175 -0.066
F 0.063 0.086 0.064
C 0.005 0.037 -0.103
F 0.023 0.003 0.084
H -0.022 -0.027 -0.041
H -0.012 -0.003 -0.028
H -0.034 -0.029 -0.037
H 0.082 -0.103 0.018
H -0.004 -0.001 0.036
H 0.001 -0.028 0.017
H -0.085 -0.030 0.002
H 0.043 0.009 0.027
H 0.042 -0.002 -0.006
H 0.027 -0.012 -0.014
H 0.173 -0.068 -0.003
H -0.002 0.025 0.038
H 0.141 -0.024 0.064
H 0.035 0.011 -0.038
H 0.009 0.003 0.004
O 0.026 -0.071 -0.045
C -0.180 0.085 -0.030
O -0.210 -0.029 0.196
C -0.073 0.087 0.033
C 0.055 0.057 -0.002
C -0.028 0.035 0.003
C 0.017 -0.014 -0.027
C 0.005 0.083 -0.040
C -0.053 -0.211 0.020
S -0.016 0.180 0.260
H 0.029 -0.032 0.014
H 0.001 -0.006 -0.003
H 0.006 -0.002 0.018
H -0.013 0.000 -0.030

Computed properties:
Calculated total energy, eV: -54042.4366
Orbital gap, eV: 7.35
Charge: -1
F_max, eV/Å: 0.54

---

Below is C19H19FN2O3 in the gas phase in a non-equilibrium geometry, with properties calculated with ωB97M-V/def2-TZVPD.

Last column: natural (NBO) charge in e.
Cartesian coordinates (Å):
O (-1.332, 3.858, 1.202)  -0.537
C (-1.243, 2.660, 1.241)  0.580
C (-2.295, 1.857, 0.542)  -0.327
N (-1.519, 0.676, 0.088)  -0.444
C (-0.310, 0.986, -1.012)  -0.223
C (0.346, -0.243, -1.237)  -0.206
N (-0.442, -1.057, -1.940)  -0.460
C (-0.068, -2.047, -2.742)  0.194
C (0.481, -1.309, -4.102)  -0.213
C (1.051, -2.243, -5.171)  -0.228
C (1.078, -3.516, -5.200)  -0.178
C (0.064, -4.224, -3.907)  -0.253
C (-0.222, -3.447, -2.930)  0.301
F (-0.809, -3.890, -2.003)  -0.288
C (-1.532, -1.587, -1.016)  -0.207
C (-2.404, -0.187, -0.614)  -0.182
C (-0.220, 2.001, 2.224)  -0.066
C (-0.349, 0.789, 2.639)  -0.271
C (0.518, 0.427, 3.484)  -0.217
C (1.402, 1.145, 4.223)  0.280
C (1.360, 2.475, 3.945)  0.212
C (0.776, 3.054, 2.878)  -0.216
O (2.532, 3.059, 4.462)  -0.566
C (3.291, 1.940, 5.423)  0.273
O (2.621, 0.877, 5.148)  -0.503
H (-2.673, 2.478, -0.101)  0.194
H (-3.017, 1.539, 1.296)  0.219
H (0.075, 1.707, -0.453)  0.206
H (-0.942, 1.433, -1.565)  0.194
H (1.196, 0.085, -1.997)  0.219
H (0.899, -0.655, -0.251)  0.199
H (0.931, -0.452, -4.067)  0.163
H (1.468, -1.719, -5.817)  0.179
H (1.035, -4.195, -5.960)  0.203
H (0.042, -5.233, -4.030)  0.216
H (-2.119, -2.142, -1.609)  0.183
H (-1.284, -2.184, 0.023)  0.189
H (-3.138, -0.522, 0.149)  0.183
H (-2.709, -0.028, -1.433)  0.140
H (-1.164, 0.127, 2.370)  0.255
H (0.589, -0.705, 3.852)  0.207
H (0.795, 4.093, 2.640)  0.257
H (2.995, 2.480, 6.251)  0.168
H (4.247, 1.836, 5.074)  0.170

Cartesian forces, eV/Å:
O 0.477 0.867 -0.323
C 0.195 0.349 2.443
C 4.706 -4.041 3.746
N -0.030 0.013 -1.971
C -2.733 -2.076 6.889
C 7.585 1.754 -0.169
N -5.703 -5.315 3.780
C 4.962 4.636 -10.938
C -1.606 -11.536 2.388
C -3.712 2.751 7.387
C -5.426 -4.999 5.906
C 6.027 2.954 -7.680
C 2.530 5.975 -3.456
F -6.078 -5.863 10.055
C 0.603 4.003 4.200
C 5.404 -7.215 11.668
C 0.408 9.506 -2.073
C -4.813 -1.253 -2.969
C 6.561 -9.170 9.066
C 1.044 0.538 0.696
C 5.902 2.178 0.701
C -4.425 -4.183 -1.540
O 0.283 -0.142 0.833
C -3.474 4.635 -3.119
O -5.423 -4.946 -2.680
H -2.585 3.156 -4.199
H -0.184 -0.132 -0.104
H 3.310 2.866 1.923
H -3.395 2.635 -5.988
H -0.913 -0.824 1.637
H -1.325 0.690 -1.963
H 1.779 5.460 0.233
H 3.766 4.472 -6.403
H 1.047 -1.393 -2.156
H -0.711 -2.616 0.363
H -2.334 -2.113 -1.756
H 0.134 1.501 -2.712
H -0.220 0.164 -0.895
H -4.808 3.542 -11.197
H 0.407 0.125 -0.450
H -0.521 1.978 -1.106
H 0.120 0.231 -0.404
H 0.417 0.430 2.673
H 2.755 0.405 -0.333

Computed properties:
SMILES string: O=C(CN1CCN(c2ccccc2F)CC1)c1ccc2c(c1)OCO2
Calculated total energy, eV: -31833.6499
Orbital gap, eV: 7.75
Relative energy (zero: lowest compared OMol25 entry of this formula, charge and spin), kJ/mol: 1834.6
F_max, eV/Å: 14.74

---

Below is a molecular structure, C19H19IN2O2Pb in a non-equilibrium geometry, with properties calculated with ωB97M-V/def2-TZVPD.

Last column: natural (NBO) charge in e.
Cartesian coordinates (Å):
C (3.137, -2.494, 2.287)  -0.639
C (1.778, -3.103, 2.659)  -0.618
H (3.636, -3.084, 1.514)  0.203
H (3.805, -2.509, 3.161)  0.221
H (3.088, -1.442, 1.958)  0.225
H (1.105, -3.266, 1.808)  0.183
H (1.944, -4.089, 3.108)  0.211
H (1.249, -2.502, 3.404)  0.223
C (1.847, -0.121, -2.846)  0.054
C (1.892, 0.335, -4.156)  -0.241
C (0.763, 0.149, -4.960)  -0.148
C (-0.369, -0.447, -4.407)  -0.224
H (2.686, 0.048, -2.160)  0.242
H (2.803, 0.826, -4.499)  0.234
H (0.774, 0.479, -5.998)  0.226
H (-1.284, -0.583, -4.981)  0.217
N (0.783, -0.738, -2.323)  -0.483
C (-0.343, -0.863, -3.061)  0.174
C (-1.538, -1.376, -2.362)  0.174
N (-1.433, -1.565, -1.027)  -0.439
C (-2.539, -1.843, -0.323)  0.058
C (-3.895, -1.937, -2.315)  -0.159
C (-3.793, -2.043, -0.924)  -0.244
H (-2.423, -1.910, 0.763)  0.213
H (-4.646, -2.269, -0.287)  0.229
C (-2.751, -1.599, -3.041)  -0.218
H (-2.758, -1.478, -4.119)  0.217
H (-4.846, -2.093, -2.819)  0.227
Pb (1.103, -1.207, 0.175)  1.269
I (3.401, 0.800, 0.316)  -0.627
O (0.046, -0.097, 2.071)  -0.766
C (-0.079, 0.958, 1.347)  0.783
O (0.018, 0.930, 0.071)  -0.753
C (-0.230, 2.266, 2.059)  -0.150
C (0.418, 3.411, 1.580)  -0.168
C (0.394, 4.593, 2.321)  -0.218
C (-0.313, 4.655, 3.527)  -0.205
C (-0.992, 3.520, 3.986)  -0.210
C (-0.942, 2.324, 3.262)  -0.178
H (0.960, 3.325, 0.637)  0.240
H (0.913, 5.475, 1.948)  0.215
H (-0.349, 5.579, 4.109)  0.213
H (-1.571, 3.559, 4.909)  0.210
H (-1.443, 1.425, 3.627)  0.225

Cartesian forces, eV/Å:
C -0.008 0.033 0.268
C 0.220 -0.347 0.465
H -0.058 0.115 -0.073
H -0.225 0.052 -0.184
H 0.075 -0.499 0.215
H 0.183 -0.012 0.221
H -0.102 0.094 -0.076
H 0.046 0.028 -0.192
C 0.001 -0.112 -0.043
C -0.326 -0.067 -0.159
C 0.312 -0.055 0.331
C 0.028 -0.136 0.564
H -0.266 -0.178 -0.386
H -0.368 -0.119 -0.065
H -0.099 -0.075 0.219
H 0.409 0.178 0.009
N -0.352 0.494 -0.567
C 1.114 0.313 -0.446
C -0.989 -0.546 0.628
N -0.512 0.300 -0.264
C -0.063 -0.172 -0.682
C 0.445 0.052 0.288
C 0.453 0.170 0.023
H 0.022 -0.031 -0.358
H 0.126 0.052 -0.268
C 0.369 0.128 0.499
H -0.322 -0.102 0.216
H 0.215 0.007 0.103
Pb -0.252 0.674 -0.321
I 0.025 -0.062 -0.006
O -0.140 0.782 -1.079
C 0.183 -0.360 -0.159
O -0.029 -0.334 1.402
C -0.142 0.319 0.249
C -0.103 -0.251 0.031
C -0.199 -0.075 0.054
C -0.067 -0.361 -0.171
C -0.022 -0.092 -0.193
C 0.132 0.223 0.074
H -0.083 0.142 0.271
H -0.080 -0.210 0.098
H 0.051 -0.282 -0.230
H 0.211 0.021 -0.224
H 0.189 0.299 -0.085

Computed properties:
Calculated total energy, eV: -40437.2758
Orbital gap, eV: 7.33
Relative energy (zero: lowest compared OMol25 entry of this formula, charge and spin), kJ/mol: 1.5
F_max, eV/Å: 1.44

---

Below is C19H19N3O2S in the gas phase, with properties calculated with ωB97M-V/def2-TZVPD.

Last column: natural (NBO) charge in e.
Cartesian coordinates (Å):
C (-4.076, -1.805, -1.293)  -0.247
O (-3.085, -0.833, -1.071)  -0.519
C (-3.364, 0.200, -0.205)  0.261
C (-4.590, 0.418, 0.394)  -0.288
C (-4.759, 1.490, 1.260)  -0.212
C (-3.702, 2.332, 1.535)  -0.219
C (-2.467, 2.123, 0.943)  -0.241
C (-2.284, 1.069, 0.063)  0.181
N (-1.086, 0.734, -0.567)  -0.619
C (0.077, 1.411, -0.718)  0.318
S (0.257, 3.018, -0.354)  -0.265
N (1.110, 0.693, -1.244)  -0.420
C (2.384, 1.321, -1.537)  -0.253
C (3.449, 0.897, -0.565)  -0.081
C (4.553, 0.154, -0.960)  -0.172
C (5.482, -0.235, -0.008)  -0.256
C (5.262, 0.130, 1.310)  0.029
N (4.215, 0.839, 1.699)  -0.415
C (3.339, 1.215, 0.788)  0.035
C (1.050, -0.749, -1.429)  -0.274
C (0.656, -1.487, -0.186)  0.255
C (1.169, -1.495, 1.077)  -0.294
C (0.345, -2.366, 1.831)  -0.301
C (-0.603, -2.823, 0.973)  0.084
O (-0.427, -2.296, -0.251)  -0.412
H (-4.951, -1.379, -1.795)  0.180
H (-3.617, -2.550, -1.941)  0.201
H (-4.388, -2.280, -0.358)  0.178
H (-5.425, -0.235, 0.192)  0.217
H (-5.724, 1.652, 1.717)  0.212
H (-3.829, 3.160, 2.215)  0.215
H (-1.646, 2.782, 1.164)  0.254
H (-1.170, -0.162, -1.030)  0.423
H (2.677, 1.065, -2.561)  0.198
H (2.229, 2.403, -1.470)  0.274
H (4.690, -0.111, -2.000)  0.211
H (6.353, -0.810, -0.284)  0.220
H (5.950, -0.155, 2.095)  0.193
H (2.503, 1.802, 1.147)  0.217
H (0.347, -1.015, -2.231)  0.215
H (2.048, -1.068, -1.740)  0.238
H (2.019, -0.948, 1.430)  0.241
H (0.452, -2.611, 2.867)  0.232
H (-1.425, -3.499, 1.101)  0.203

Cartesian forces, eV/Å:
C -0.151 -0.209 -0.077
O 0.174 0.541 0.262
C 0.127 0.033 -0.048
C 0.004 -0.174 -0.137
C -0.001 0.094 0.072
C -0.190 -0.096 0.010
C 0.051 -0.019 0.038
C -0.387 0.082 0.150
N 0.352 -0.653 -0.492
C 0.013 0.191 -0.134
S -0.005 0.707 0.225
N -0.264 -0.149 0.058
C 0.153 0.270 -0.115
C 0.198 -0.140 -0.071
C -0.108 0.132 0.125
C -0.009 0.009 0.061
C 0.300 -0.224 -0.187
N -0.057 0.133 0.540
C -0.142 0.117 -0.287
C -0.274 -0.237 0.029
C 0.701 0.153 0.486
C -0.134 0.052 -0.660
C -0.422 -0.243 -0.241
C 0.171 -0.096 0.837
O -0.044 0.038 -0.553
H 0.034 -0.013 0.042
H -0.085 0.021 0.042
H 0.005 0.036 -0.026
H -0.037 -0.085 -0.049
H -0.085 0.014 0.039
H -0.007 0.079 0.064
H -0.013 -0.046 -0.024
H 0.088 0.072 0.077
H 0.009 0.014 0.076
H 0.060 -0.262 -0.151
H -0.018 -0.021 -0.085
H 0.077 -0.052 0.010
H 0.118 -0.070 -0.004
H -0.159 0.056 -0.071
H 0.123 -0.035 0.026
H -0.168 0.020 -0.036
H 0.194 0.147 0.025
H -0.046 -0.104 0.224
H -0.144 -0.080 -0.077

Computed properties:
SMILES string: COc1ccccc1NC(=S)N(Cc1cccnc1)Cc1ccco1
Calculated total energy, eV: -39411.0531
Orbital gap, eV: 8.54
Relative energy (zero: lowest compared OMol25 entry of this formula, charge and spin), kJ/mol: 316.1
F_max, eV/Å: 0.89

---

Below is 2 unconnected molecules or ions with the total composition C19H19N3O4S in a non-equilibrium geometry, with properties calculated with ωB97M-V/def2-TZVPD.

Last column: natural (NBO) charge in e.
Cartesian coordinates (Å):
C (-6.615, 2.156, -1.607)  -0.220
H (-5.638, 2.783, -1.533)  0.147
O (-6.931, 1.639, -0.519)  -0.472
C (-6.173, 0.698, 0.133)  0.268
C (-6.671, -0.007, 1.200)  -0.185
C (-5.943, -0.752, 2.146)  -0.233
C (-4.697, -1.105, 1.832)  -0.131
C (-4.160, -0.416, 0.351)  -0.121
C (-4.998, 0.449, -0.365)  -0.223
H (-4.492, 0.787, -1.187)  0.260
C (-2.841, -0.497, -0.045)  0.669
O (-2.320, 0.145, -0.940)  -0.532
N (-2.168, -2.043, 0.242)  -0.629
C (-0.921, -2.148, -0.018)  0.134
N (-0.386, -3.350, 0.196)  -0.347
N (0.767, -3.525, -0.071)  -0.211
C (1.246, -2.704, -0.919)  0.183
C (2.497, -2.525, -1.561)  -0.466
C (3.386, -1.158, -1.195)  -0.053
C (3.940, -1.283, 0.186)  -0.223
C (4.589, -0.237, 0.514)  0.243
C (4.486, 1.083, 0.058)  0.288
C (3.897, 1.160, -1.240)  -0.356
C (3.184, -0.009, -1.636)  -0.148
H (2.708, 0.200, -2.984)  0.141
H (3.945, 1.992, -1.859)  0.203
O (5.283, 1.883, 0.428)  -0.500
C (5.260, 3.455, -0.287)  -0.165
H (5.597, 3.184, -1.138)  0.179
H (4.232, 3.626, -0.276)  0.198
H (5.814, 4.098, 0.302)  0.199
O (5.231, -0.521, 1.659)  -0.530
C (5.950, 0.553, 2.538)  -0.217
H (5.217, 1.195, 2.770)  0.175
H (6.735, 0.860, 1.973)  0.185
H (6.318, 0.220, 3.458)  0.182
H (4.030, -2.244, 0.458)  0.222
H (2.390, -2.371, -2.455)  0.206
H (3.059, -3.346, -1.399)  0.226
S (-0.102, -1.131, -1.045)  0.239
H (-2.592, -2.588, 1.120)  0.417
H (-4.123, -1.536, 2.520)  0.198
H (-6.354, -1.120, 3.052)  0.226
H (-7.744, 0.275, 1.704)  0.231
H (-6.541, 1.471, -2.530)  0.147
H (-7.347, 2.703, -2.035)  0.194

Cartesian forces, eV/Å:
C 5.927 1.564 -7.237
H -1.331 -0.751 -0.508
O -3.667 -3.732 7.884
C -4.542 1.182 -0.031
C -4.132 1.889 3.467
C -0.197 -0.040 -1.966
C 0.675 4.193 -7.279
C -4.011 -1.256 6.038
C 5.374 -3.745 1.865
H 0.425 1.444 -2.183
C 3.816 -4.236 -3.203
O -0.622 -0.351 2.230
N -7.500 3.909 3.616
C 2.721 -2.590 -1.553
N -9.341 0.665 5.319
N 8.288 -0.614 -4.273
C -1.504 3.117 0.800
C 2.536 3.478 7.301
C -2.224 -9.245 6.033
C -3.252 -0.365 -8.299
C 1.636 2.462 5.358
C -5.386 -5.324 -8.395
C -1.249 -2.366 2.973
C -1.000 7.828 -8.903
H 1.039 -0.974 4.189
H -0.115 1.329 -0.773
O 6.939 10.737 3.704
C -2.586 -3.659 5.658
H 2.538 -1.184 -5.971
H -1.558 0.614 -0.079
H 1.248 0.782 1.274
O 3.501 1.210 4.297
C -1.528 -3.882 -2.168
H -2.259 2.992 0.471
H 2.010 1.520 -1.467
H 0.307 -1.835 1.148
H 0.511 -2.851 1.988
H -1.426 1.007 -9.937
H 2.168 -2.768 0.512
S 3.517 -1.812 -0.610
H 1.508 1.501 -2.767
H 2.865 -1.966 2.141
H -0.690 -0.007 0.610
H 2.440 -0.447 -2.111
H 0.794 -0.077 1.254
H -2.662 2.656 -0.417

Computed properties:
Calculated total energy, eV: -43490.2099
Orbital gap, eV: 6.19
Relative energy (zero: lowest compared OMol25 entry of this formula, charge and spin), kJ/mol: 1755.7
F_max, eV/Å: 13.31

---

Among the records above, which one has the lowest calculated total energy?
C19H19F4N2O2PbS